Molecular formula: C17H26FN3O4S
Method: DFT, ωB97M-V/def2-TZVPD

Element x y z (Å)
1 N 1.23375 -3.78988 -0.40563
2 C 1.14356 -2.63910 0.12518
3 C 0.99588 -1.42041 -0.76332
4 C -0.31849 -0.67485 -0.52107
5 C -1.39644 -1.34450 -0.03021
6 C -2.65903 -0.64653 0.17181
7 C -3.85331 -1.46555 0.68592
8 C -4.95404 -1.54720 -0.40181
9 C -4.46266 -2.07181 -1.73670
10 O -3.39951 -2.59885 -1.94808
11 O -5.37733 -1.95326 -2.76926
12 C -2.84213 0.65503 -0.09632
13 F -4.00932 1.30147 0.07490
14 C -1.73525 1.42749 -0.59482
15 N -1.77257 2.73591 -0.86647
16 S -0.24830 2.98209 -1.41583
17 N 0.45763 1.54107 -1.30735
18 C -0.48937 0.71487 -0.81273
19 H 1.33164 -4.50359 0.31904
20 H 1.19060 -2.57603 1.22773
21 H 1.81995 -0.70150 -0.65606
22 H 0.99702 -1.78930 -1.80312
23 H -1.36247 -2.40594 0.20651
24 H -3.56588 -2.46337 1.04685
25 H -4.23503 -0.92835 1.57197
26 H -5.72952 -2.25716 -0.06060
27 H -5.41114 -0.55046 -0.48917
28 H -5.34533 -2.79810 -3.24152
29 C 6.09243 -3.27973 -0.16410
30 C 4.90580 -3.09495 -1.09798
31 C 5.36081 -2.86872 -2.53109
32 O 4.12215 -1.98434 -0.66332
33 H 6.72591 -2.38789 -0.16170
34 H 5.75219 -3.43208 0.86146
35 H 6.69979 -4.13650 -0.46099
36 H 4.26184 -3.97456 -1.05230
37 H 5.97063 -1.96345 -2.60529
38 H 4.50062 -2.72903 -3.18736
39 H 5.94638 -3.71329 -2.89833
40 H 4.67692 -1.19709 -0.69811
41 C -0.86254 6.64307 2.08985
42 C -1.27834 5.39987 2.86191
43 C -0.24249 4.29535 2.72794
44 O -2.53766 4.93459 2.37947
45 H -0.76607 6.42111 1.02305
46 H -1.61850 7.42371 2.18638
47 H 0.09066 7.03374 2.45138
48 H -1.41399 5.65098 3.91527
49 H -0.12835 4.00007 1.68132
50 H -0.55706 3.40653 3.27730
51 H 0.73046 4.61341 3.10780
52 H -2.43450 4.70704 1.44759

Summary:
* 2S+1: 1
* HOMO-LUMO gap: 8.334 eV

Charges computed using Löwdin, reported in e: number 1, N, carries 0.097; number 2, C, carries -0.265; number 3, C, carries -0.123; number 4, C, carries -0.153; number 5, C, carries 0.028; number 6, C, carries -0.140; number 7, C, carries -0.113; number 8, C, carries -0.086; number 9, C, carries -0.477; number 10, O, carries 0.124; number 11, O, carries 0.073; number 12, C, carries -0.189; number 13, F, carries 0.092; number 14, C, carries -0.298; number 15, N, carries -0.188; number 16, S, carries 0.982; number 17, N, carries -0.217; number 18, C, carries -0.288; number 19, H, carries 0.048; number 20, H, carries 0.125; number 21, H, carries 0.104; number 22, H, carries 0.132; number 23, H, carries 0.122; number 24, H, carries 0.120; number 25, H, carries 0.125; number 26, H, carries 0.134; number 27, H, carries 0.124; number 28, H, carries 0.117; number 29, C, carries -0.064; number 30, C, carries -0.495; number 31, C, carries -0.062; number 32, O, carries -0.070; number 33, H, carries 0.080; number 34, H, carries 0.078; number 35, H, carries 0.080; number 36, H, carries 0.132; number 37, H, carries 0.081; number 38, H, carries 0.080; number 39, H, carries 0.080; number 40, H, carries 0.091; number 41, C, carries -0.064; number 42, C, carries -0.498; number 43, C, carries -0.062; number 44, O, carries -0.056; number 45, H, carries 0.078; number 46, H, carries 0.079; number 47, H, carries 0.079; number 48, H, carries 0.137; number 49, H, carries 0.056; number 50, H, carries 0.080; number 51, H, carries 0.080; number 52, H, carries 0.074